The following is a quantum chemistry calculation of a structure of composition C6H11NO in a non-equilibrium geometry, from OMol25.

Last column: Mulliken charge in e.
Element x y z (Å)
C -0.71140 2.04768 0.08859  -1.41
C -0.52599 0.70082 -0.59511  0.50
C -1.25600 -0.52002 0.24839  0.00
C -0.06622 -1.57394 0.54561  -0.80
C 2.29283 -0.43699 -0.51662  -0.16
C 1.04441 0.47528 -0.25917  -0.62
H -1.70053 2.31983 0.28600  0.43
H -0.37589 2.93420 -0.47166  0.31
H -0.25307 1.94470 1.07792  0.34
H -0.71382 0.70871 -1.85026  0.21
H -1.63808 -0.33343 1.32756  0.28
H -1.35662 -1.59369 -1.19981  0.41
H -0.17135 -2.74702 0.32422  0.28
H -0.06678 -1.62337 1.78118  0.26
H 2.81655 -0.82102 -1.42288  0.26
H 2.60768 -0.07897 0.75264  0.22
H 1.21691 0.79869 0.84260  -0.06
N 1.04948 -0.96234 -0.23134  0.10
O -2.19208 -1.23911 -0.72785  -0.55

Results
Energy relative to the best compared isomer or geometry (same formula, charge and spin) (kcal per mole): 192.4
HOMO level (Ha): -0.3092
Frontier orbital gap (eV): 9.392